Below is a 4-piece molecular cluster, C5H19N2O4 overall in a non-equilibrium geometry, with properties calculated with ωB97M-V with the def2-TZVPD basis set.

XYZ file:
```
30
Properties=species:S:1:pos:R:3:mulliken_charge:R:1
N -0.035 1.551 -0.086 0.026
C -0.690 0.919 -1.265 -0.724
C -0.344 -0.573 -1.397 -0.591
N -0.304 -1.184 -0.115 0.433
C 0.704 -2.201 0.017 -1.286
C -1.585 -1.601 0.519 -0.737
C -1.573 -1.219 1.957 -0.586
O -1.458 0.034 2.304 -0.835
H -0.261 2.534 -0.028 0.396
H 0.967 1.366 -0.024 0.190
H -0.420 1.057 0.752 0.208
H -1.756 1.055 -1.073 0.325
H -0.427 1.455 -2.156 0.458
H -1.060 -0.968 -2.148 0.280
H 0.641 -0.598 -1.874 0.251
H 0.731 -2.624 1.022 0.425
H 1.716 -1.790 -0.102 0.252
H 0.601 -3.015 -0.706 0.416
H -1.662 -2.688 0.474 0.339
H -2.415 -1.170 -0.051 0.367
H -1.456 -2.036 2.685 0.373
H -2.934 2.562 1.443 0.281
H -1.975 1.589 2.075 0.457
O -1.985 2.405 1.511 -0.687
H 3.776 2.095 -1.246 0.302
H 3.024 0.814 -0.901 0.395
O 3.135 1.744 -0.618 -0.675
H 3.149 -1.526 -1.831 0.296
H 3.434 -0.378 -2.788 0.278
O 2.830 -0.651 -2.085 -0.628
```

Summary:
Spin multiplicity: 2
Gap between HOMO and LUMO (spin up / spin down), eV: 3.90 / 7.14
E_tot, eV: -16660.5061
HOMO energy (spin up / spin down), eV: -4.14 / -7.38
ΔE to the lowest compared entry with this formula, charge and spin, kJ/mol: 39.2